*P*
A cluster of 6 separate species, H12O6 in total. Source: the Open Molecules 2025 dataset; level of theory: wB97M-V/def2-TZVPD.

Summary:
SMILES = O.O.O.O.O.O
HOMO = -11.45 eV
charge = 0
LUMO level = 0.45 eV

CARTESIAN COORDINATES (ANGSTROEM)
O 15.305 14.287 14.020
H 15.253 15.243 14.032
H 15.073 14.023 14.910
O 13.598 10.564 10.638
H 14.453 10.323 10.282
H 13.755 11.384 11.107
O 7.778 16.242 21.199
H 7.787 16.542 20.290
H 8.702 16.149 21.430
O 10.123 13.125 16.638
H 10.481 12.682 15.868
H 9.179 13.152 16.482
O 4.644 16.796 17.715
H 3.953 16.845 18.376
H 4.768 15.859 17.566
O 5.802 12.365 15.806
H 5.716 11.512 16.231
H 5.757 12.172 14.869

For reference, the natural (NBO) charges in units of e are:
1. O -0.94
2. H 0.47
3. H 0.47
4. O -0.94
5. H 0.47
6. H 0.47
7. O -0.94
8. H 0.47
9. H 0.47
10. O -0.94
11. H 0.47
12. H 0.47
13. O -0.94
14. H 0.47
15. H 0.47
16. O -0.94
17. H 0.47
18. H 0.47

*Q*
A cluster of 6 separate species, H12O6 in total. Source: the Open Molecules 2025 dataset; level of theory: wB97M-V/def2-TZVPD.

Summary:
SMILES = O.O.O.O.O.O
HOMO = -10.95 eV
charge = 0
LUMO level = -0.26 eV

CARTESIAN COORDINATES (ANGSTROEM)
O 2.232 -1.439 9.811
H 1.662 -0.830 10.281
H 1.649 -1.887 9.197
O 3.547 -6.814 8.242
H 3.630 -5.930 7.884
H 3.833 -6.732 9.152
O 3.118 -4.224 9.613
H 3.042 -3.295 9.834
H 2.264 -4.594 9.836
O 5.757 -3.776 9.358
H 6.021 -2.923 9.703
H 4.861 -3.895 9.672
O 0.388 -6.238 7.831
H 0.907 -5.508 7.494
H -0.496 -6.075 7.504
O 0.945 -2.788 12.689
H 1.879 -2.765 12.480
H 0.574 -2.047 12.210

For reference, the natural (NBO) charges in units of e are:
1. O -0.95
2. H 0.48
3. H 0.48
4. O -0.94
5. H 0.47
6. H 0.47
7. O -0.98
8. H 0.49
9. H 0.49
10. O -0.95
11. H 0.46
12. H 0.48
13. O -0.93
14. H 0.46
15. H 0.46
16. O -0.93
17. H 0.47
18. H 0.46

*R*
A structure of composition H12O6. Source: the Open Molecules 2025 dataset; level of theory: wB97M-V/def2-TZVPD.

Summary:
HOMO = -10.19 eV
charge = 0
LUMO level = -0.21 eV

CARTESIAN COORDINATES (ANGSTROEM)
O 1.721 1.124 -1.792
H 2.423 1.399 -1.202
H 1.063 0.733 -1.217
O -1.130 -2.005 0.971
H -0.639 -2.061 0.152
H -1.088 -1.080 1.213
O 0.011 0.400 -0.291
H -0.260 -0.338 -0.837
H -0.678 1.054 -0.413
O -1.621 0.608 1.603
H -1.134 1.149 2.225
H -2.185 1.225 1.138
O 1.664 0.432 1.096
H 1.743 1.377 1.227
H 0.801 0.316 0.698
O -0.329 -1.522 -1.153
H 0.547 -1.366 -1.506
H -0.910 -1.446 -1.910

For reference, the natural (NBO) charges in units of e are:
1. O -1.00
2. H 0.47
3. H 0.45
4. O -0.98
5. H 0.46
6. H 0.48
7. O -0.91
8. H 0.45
9. H 0.49
10. O -0.94
11. H 0.49
12. H 0.47
13. O -0.99
14. H 0.44
15. H 0.46
16. O -0.85
17. H 0.51
18. H 0.51

*S*
A cluster of 6 separate species, H12O6 in total. Source: the Open Molecules 2025 dataset; level of theory: wB97M-V/def2-TZVPD.

Summary:
SMILES = O.O.O.O.O.O
HOMO = -10.54 eV
charge = 0
LUMO level = -0.24 eV

CARTESIAN COORDINATES (ANGSTROEM)
O 1.081 -2.320 0.359
H 0.178 -2.125 0.107
H 1.106 -2.161 1.303
O 1.898 1.371 -0.150
H 1.143 0.804 -0.307
H 2.657 0.817 -0.331
O -3.485 1.397 1.706
H -2.651 0.933 1.767
H -3.467 2.021 2.432
O -0.422 2.635 1.342
H -0.553 1.839 1.857
H -1.168 3.191 1.566
O 2.014 -2.571 -2.567
H 1.244 -2.070 -2.835
H 2.317 -2.994 -3.371
O -0.254 -0.357 -0.942
H -0.855 -0.211 -0.211
H -0.784 -0.201 -1.724

For reference, the natural (NBO) charges in units of e are:
1. O -0.93
2. H 0.47
3. H 0.46
4. O -0.96
5. H 0.48
6. H 0.47
7. O -0.92
8. H 0.46
9. H 0.47
10. O -0.91
11. H 0.45
12. H 0.46
13. O -0.92
14. H 0.46
15. H 0.46
16. O -0.94
17. H 0.47
18. H 0.48

What should be chosen as the least stable of them? Choose *R*.